1.
ORCA calculation (the ωB97M-V functional and the def2-TZVPD basis) on one molecule with the formula C6H11NO.

```
19
Properties=species:S:1:pos:R:3
C 2.3344 -0.3187 -0.1609
N 0.9346 -0.4148 0.4783
C -1.1815 -2.4137 0.0851
C -1.8995 -1.2186 -0.4259
C -1.4694 0.1049 0.7824
C -0.0768 0.6226 0.4525
C 0.1800 1.8704 -0.0275
O 1.0960 2.2113 -0.9414
H 3.0287 0.4724 0.4366
H 2.1687 -0.0901 -1.1996
H 2.8269 -1.2276 -0.0573
H -1.9970 -2.9888 0.7783
H -0.4226 -2.8097 -0.5315
H -3.0032 -1.1754 -0.5932
H -1.2406 -0.8519 -1.2359
H -1.5974 -0.3428 1.8317
H -2.0883 0.9716 0.4627
H 0.3755 -1.2766 0.0798
H -0.6844 2.6516 -0.0224
```

## Properties
Energy above the lowest of the compared OMol25 structures with the same formula, charge and spin ... 737.8 kJ/mol
Frontier orbital gap ... 5.134 eV
E_LUMO ... -1.92 eV

2.
ORCA calculation (the ωB97M-V functional and the def2-TZVPD basis) on one molecule with the formula C6H11NO.

```
19
Properties=species:S:1:pos:R:3
C -0.7302 -0.8994 0.1534
C -1.4147 0.3839 0.6818
C -1.5489 1.4863 0.0421
C 0.7894 -0.9930 0.2166
C 1.6143 -0.0162 1.0410
C 1.7466 -0.0479 -0.4351
H -0.8752 -0.6883 -1.8214
H -2.2783 -1.2306 -1.0866
H -1.0816 -1.6282 0.9214
H -1.9655 0.2248 1.5985
H -1.0036 1.6586 -0.8893
H -2.1127 2.4015 0.3258
H 1.1210 -2.0529 0.2584
H 0.9709 0.7743 1.4498
H 2.4633 -0.3492 1.6233
H 2.6360 -0.5141 -0.9316
H 1.7155 1.8126 -0.8764
N -1.2563 -1.3104 -1.0876
O 1.2101 0.9882 -1.1840
```

## Properties
Energy above the lowest of the compared OMol25 structures with the same formula, charge and spin ... 275.2 kJ/mol
SMILES ... C=C[C@@H](N)[C@@H]1C[C@@H]1O
Frontier orbital gap ... 9.747 eV
E_LUMO ... 0.89 eV

3.
ORCA calculation (the ωB97M-V functional and the def2-TZVPD basis) on an isolated ion of composition C6H11NO and charge +1.

```
19
Properties=species:S:1:pos:R:3
O 3.5865 0.0963 -0.1285
C 2.4104 0.0441 0.0713
C 1.4261 0.0092 -1.0800
C 0.0488 -0.7145 -1.0106
C -0.5043 -0.3430 0.4114
C -0.0602 -1.1896 1.4337
C -1.9896 1.4479 0.2085
N -0.6658 1.0631 0.5849
H 1.9553 0.2355 1.0504
H 1.8812 -0.2031 -2.0535
H 1.1800 1.0771 -1.2227
H -0.5156 -0.1846 -1.7785
H 0.1343 -1.7962 -1.1690
H -0.2152 -0.9292 2.4756
H -0.0172 -2.2667 1.2350
H -2.3145 1.4874 -0.8467
H -2.1801 2.4927 0.5082
H -2.7700 0.7537 0.5591
H -1.3901 -1.0801 0.7513
```

## Properties
Energy above the lowest of the compared OMol25 structures with the same formula, charge and spin ... 468.3 kJ/mol
Frontier orbital gap (alpha / beta) ... 7.308 / 7.229 eV
Spin multiplicity ... 2
Net charge ... +1
E_LUMO (alpha / beta) ... -6.35 / -6.43 eV

4.
ORCA calculation (the ωB97M-V functional and the def2-TZVPD basis) on a 2-piece molecular cluster, C6H11NO2 overall.

```
20
Properties=species:S:1:pos:R:3
C -0.4957 0.1904 0.6678
C -1.1393 2.3980 0.2138
C 0.4858 -2.0062 1.4614
N -0.5492 1.1526 -0.1615
C -0.0278 -1.1352 0.3425
C 1.0406 1.5551 -1.3846
C -0.1200 -1.5896 -0.9210
O 0.2110 -2.8175 -1.3425
O 1.4895 2.5727 -0.9084
H 0.6006 -3.3272 -0.6182
H 0.3880 1.5756 -2.2702
H 1.4856 0.5650 -1.1958
H -0.8338 0.3284 1.7032
H -0.5192 -0.9740 -1.7129
H -2.0258 2.5540 -0.4032
H -1.4178 2.4357 1.2722
H -0.4252 3.1950 -0.0034
H -0.0335 -2.9652 1.4901
H 0.3311 -1.5173 2.4208
H 1.5552 -2.1904 1.3501
```

## Properties
Energy above the lowest of the compared OMol25 structures with the same formula, charge and spin ... 294.1 kJ/mol
SMILES ... C/N=C/C(C)=C/O.C=O
Frontier orbital gap ... 9.077 eV
E_LUMO ... 0.41 eV

5.
ORCA calculation (the ωB97M-V functional and the def2-TZVPD basis) on a 2-piece molecular cluster, C6H11NO2 overall.

```
20
Properties=species:S:1:pos:R:3
C -2.0194 -3.0804 1.0774
C 1.0347 -1.4925 -0.0151
C 1.1476 -0.8832 1.3613
C -0.1318 -0.7194 0.5983
C -1.4066 0.3945 -1.2265
C -0.9247 1.5716 0.8054
N -0.4081 0.5977 -0.0998
O -1.4957 -3.9537 1.5742
O -2.5835 -2.2572 0.5512
H 1.7044 -1.0243 -0.8426
H 0.9177 -2.5487 0.1125
H 1.0675 -1.6477 2.1937
H 1.8443 -0.1743 1.7130
H -1.2863 1.0421 -2.0836
H -1.4183 -0.6461 -1.5266
H -2.3523 0.5277 -0.7921
H -0.7410 2.6122 0.4475
H -1.9336 1.5673 0.9635
H -0.5303 1.4991 1.7661
H 0.4961 0.9549 -0.4031
```

## Properties
Energy above the lowest of the compared OMol25 structures with the same formula, charge and spin ... 477.0 kJ/mol
Frontier orbital gap ... 7.091 eV
E_LUMO ... 0.70 eV

6.
ORCA calculation (the ωB97M-V functional and the def2-TZVPD basis) on one molecule with the formula C6H11NO2.

```
20
Properties=species:S:1:pos:R:3
C 1.1146 1.5514 -0.4941
C -0.1169 0.7066 -0.2804
C -0.0416 -0.6225 -0.1225
C 1.1440 -1.5999 0.1811
C -1.4057 -1.1593 0.2207
C -1.5702 1.0696 -0.3646
H 1.0284 1.4160 1.4642
H 0.9362 2.6155 -0.6334
H 1.9040 1.1436 -1.1144
H 1.1919 -1.7524 1.2790
H 0.9487 -2.5275 -0.3874
H 2.9009 -0.5795 0.1957
H -1.4357 -1.8777 1.0925
H -1.7792 -1.7199 -0.6713
H -3.1476 -0.2175 0.1384
H -1.8014 2.0540 0.0047
H -1.7994 1.0487 -1.4659
N -2.2007 0.0086 0.4632
O 1.7938 1.6585 0.8912
O 2.3358 -1.2162 -0.3967
```

## Properties
Energy above the lowest of the compared OMol25 structures with the same formula, charge and spin ... 285.5 kJ/mol
SMILES ... OCC1=C(CO)CNC1
Frontier orbital gap ... 9.549 eV
E_LUMO ... 0.75 eV

7.
ORCA calculation (the ωB97M-V functional and the def2-TZVPD basis) on a 3-piece molecular cluster, C6H11NO2 overall.

```
20
Properties=species:S:1:pos:R:3
N 0.5648 1.1554 -1.3857
C 0.5100 0.4756 -0.2333
C 1.7955 0.2825 0.3702
C 1.6603 -0.3021 1.6595
C 0.3521 -0.6761 2.1477
C -0.8258 -0.5480 1.4009
C -0.7461 -0.0396 0.1176
H 1.2500 1.9228 -1.5672
H -0.4154 1.3065 -1.9392
H 2.6729 0.4637 -0.1368
H 2.5200 -0.5561 2.1725
H 0.3520 -1.0475 3.2756
H -1.7248 -1.0575 1.9060
H -1.6661 0.1936 -0.4499
H 0.1240 -1.8524 -1.7142
H -0.6830 -2.7545 -0.5462
O -0.2696 -2.6629 -1.4629
H -1.8662 2.1448 -2.0761
H -1.5806 2.7046 -0.8006
O -2.1570 2.0743 -1.1870
```

## Properties
Energy above the lowest of the compared OMol25 structures with the same formula, charge and spin ... 266.6 kJ/mol
SMILES ... Nc1ccccc1.O.O
Frontier orbital gap ... 8.141 eV
E_LUMO ... 0.42 eV

8.
ORCA calculation (the ωB97M-V functional and the def2-TZVPD basis) on a 2-piece molecular cluster, C6H11NO3 overall.

```
21
Properties=species:S:1:pos:R:3
C 0.4639 1.2764 -1.0145
C -1.9661 1.0260 -0.3331
C -0.5365 0.5403 -0.0650
O 1.6877 1.5547 -0.3765
O -0.2011 0.7750 1.2623
H 1.4503 1.9266 0.4877
H 0.0006 2.2091 -1.3653
H 0.7057 0.6662 -1.8866
H -2.2479 0.8485 -1.3682
H -2.6603 0.5077 0.3250
H -2.0230 2.0935 -0.1193
C 1.8838 -1.4026 0.2038
N 1.9169 -0.9061 1.3313
C -0.5017 -0.9958 -0.3815
C -0.8944 -1.9187 0.5016
O 2.1464 -1.9677 -0.7780
H 0.6053 0.0946 1.4997
H 2.7062 -0.4507 1.7448
H -0.5221 -1.2308 -1.4377
H -0.9133 -1.7102 1.5611
H -1.1005 -2.9359 0.2085
```

## Properties
Energy above the lowest of the compared OMol25 structures with the same formula, charge and spin ... 289.2 kJ/mol
SMILES ... C=C[C@@](C)(O)CO.N=C=O
Frontier orbital gap ... 10.201 eV
E_LUMO ... 0.57 eV

9.
ORCA calculation (the ωB97M-V functional and the def2-TZVPD basis) on one molecule with the formula C6H11NO3S.

```
22
Properties=species:S:1:pos:R:3
C 3.4901 1.0335 0.0481
C 2.3776 1.9305 -0.0239
C 1.0864 1.3450 -0.6458
C -1.8002 -0.2357 0.1380
C -0.0249 -2.0718 0.6973
C -0.3278 -0.8075 -0.0748
N 0.5446 0.2617 0.3532
O 4.6696 1.0652 0.2371
O 3.3934 -1.6852 0.6513
O 2.3138 -1.1438 -1.5285
S 2.6681 -0.7850 -0.1788
H 2.0787 2.1560 1.0946
H 2.5788 2.9371 -0.2354
H 0.3360 2.0787 -0.6711
H 1.3320 0.8629 -1.6124
H -1.9013 0.7502 -0.4397
H -2.6111 -1.0131 -0.2425
H -1.8861 -0.0192 1.1932
H -0.9663 -2.5337 0.8972
H 0.5368 -1.8210 1.6599
H 0.4757 -2.7083 0.0474
H -0.3973 -1.0690 -1.1677
```

## Properties
Energy above the lowest of the compared OMol25 structures with the same formula, charge and spin ... 482.6 kJ/mol
Frontier orbital gap ... 7.765 eV
E_LUMO ... -0.86 eV

10.
ORCA calculation (the ωB97M-V functional and the def2-TZVPD basis) on one molecule with the formula C6H11NO4.

```
22
Properties=species:S:1:pos:R:3
C 0.8499 0.1072 0.6203
C -0.0740 -0.6027 -0.0060
C -2.0956 0.7222 -0.5271
C 2.5855 0.8320 -1.0448
C 2.3048 0.0333 0.2317
C -1.7222 -0.5209 0.3041
N -1.9415 -0.2553 1.7000
O -2.0812 1.8452 0.1837
O -2.3167 0.6732 -1.7029
O 0.1127 -1.4595 -1.0355
O -2.3565 -1.6781 -0.1234
H 0.5668 0.7783 1.4103
H 2.3648 1.8848 -0.8861
H 1.9698 0.4875 -1.8741
H 3.6306 0.7356 -1.3298
H 2.5997 -1.0109 0.0801
H 2.9176 0.4273 1.0421
H -2.9088 -0.4729 1.9190
H -1.3633 -0.8573 2.2734
H -1.9413 1.6039 1.1229
H 1.0399 -1.4574 -1.3022
H -2.1408 -1.8155 -1.0556
```

## Properties
Energy above the lowest of the compared OMol25 structures with the same formula, charge and spin ... 126.3 kJ/mol
SMILES ... CC/C=C(\O)[C@](N)(O)C(=O)O
Frontier orbital gap ... 9.704 eV
E_LUMO ... 0.57 eV